ORCA calculation (ωB97M-V/def2-TZVPD) on a 2-piece molecular cluster, C4H6BrNO overall.

frontier orbital gap (spin up / spin down): 6.56 / 7.55 eV
electronic energy: -77818.2652 eV
ΔE to the lowest compared entry with this formula, charge and spin: 151.2 kcal per mole
highest occupied orbital energy (spin up / spin down): -8.214 / -8.763 eV

Structure (XYZ):
```
13
Properties=species:S:1:pos:R:3:forces:R:3
C -1.605 1.062 -1.777 4.1876 0.3839 3.9350
C 1.453 0.521 0.154 0.8767 -1.0548 1.0138
C -0.476 0.234 -1.525 -4.8560 0.2899 -3.8927
C 0.379 0.319 -0.490 1.1806 -0.1061 1.2611
N 0.224 -0.908 2.018 1.8127 -1.7988 -3.2065
O -0.625 -0.996 1.125 0.2823 0.6806 -0.0504
Br 1.208 -2.823 2.555 -0.4958 0.9188 -0.1762
H -2.274 1.017 -2.565 -0.9320 -0.4843 -1.4720
H -1.679 1.932 -1.062 -0.3324 -1.0078 -0.9197
H 1.505 -0.107 1.167 -0.2277 1.0255 -0.9381
H 2.375 0.991 -0.202 -0.5384 0.0601 0.2019
H -0.404 -0.591 -2.286 0.4258 0.5630 1.1142
H -0.080 -0.650 2.888 -1.3836 0.5301 3.1295
```
Positions in Å, forces in eV/Å.

For reference, the natural (NBO) charges in units of e are:
1 C -0.241
2 C -0.479
3 C -0.332
4 C 0.208
5 N -0.129
6 O -0.338
7 Br -0.216
8 H 0.202
9 H 0.193
10 H 0.284
11 H 0.259
12 H 0.239
13 H 0.351

ORCA calculation (ωB97M-V/def2-TZVPD) on C4H6BrNSe as an isolated structure.

frontier orbital gap (spin up / spin down): 7.36 / 7.35 eV
electronic energy: -141119.6843 eV
ΔE to the lowest compared entry with this formula, charge and spin: 61.4 kcal per mole
highest occupied orbital energy (spin up / spin down): -8.074 / -8.069 eV

Structure (XYZ):
```
13
Properties=species:S:1:pos:R:3:forces:R:3
C 1.995 -1.910 0.276 0.0748 0.3176 -0.3374
C -0.680 0.548 -1.240 3.7254 0.5634 -2.1988
C -0.252 -0.102 1.297 4.1428 3.0709 3.1112
C 2.172 -0.663 0.896 -0.7251 2.5142 1.7898
N 1.717 -2.825 -0.376 0.1284 -0.1521 0.2584
Se -0.300 1.483 0.378 -0.5351 -0.4840 0.6675
Br 2.728 0.858 -0.228 -0.0797 -1.4791 0.6047
H -1.615 0.741 -1.564 -3.5798 -0.1829 -0.3942
H -0.138 0.959 -2.166 0.0241 -0.2763 1.6778
H -0.333 -0.478 -1.166 -0.4554 -0.0638 0.0871
H -0.686 -0.925 0.939 -1.5170 -3.0785 -1.7117
H -0.022 -0.145 2.402 -0.5762 0.4939 -1.4151
H 2.556 -0.410 1.958 -0.6273 -1.2431 -2.1394
```
Positions in Å, forces in eV/Å.

For reference, the natural (NBO) charges in units of e are:
1 C 0.183
2 C -0.811
3 C -0.525
4 C -0.496
5 N -0.339
6 Se 0.537
7 Br 0.053
8 H 0.221
9 H 0.243
10 H 0.251
11 H 0.187
12 H 0.234
13 H 0.262

ORCA calculation (ωB97M-V/def2-TZVPD) on the molecule C4H6BrP.

frontier orbital gap: 9.40 eV
SMILES: Br[C@H]1CC=PC1
electronic energy: -83574.5286 eV
ΔE to the lowest compared entry with this formula, charge and spin: 35.7 kcal per mole
highest occupied orbital energy: -8.923 eV

Structure (XYZ):
```
12
Properties=species:S:1:pos:R:3:forces:R:3
Br 0.569 -2.473 0.089 -0.1160 0.1741 0.2521
C 0.775 -0.569 -0.218 0.1319 1.9122 1.8080
C -0.361 0.000 -1.034 -1.7972 -0.6915 -1.5053
C -1.343 0.583 -0.134 -1.8447 1.6991 1.1624
P -0.956 0.948 1.486 -0.0205 -0.4278 -1.9248
C 0.837 0.338 1.312 -1.8927 -2.1699 -1.5253
H 1.615 -0.506 -0.859 1.4715 0.1373 0.1701
H -0.947 -0.766 -1.614 0.8087 -0.0443 0.5977
H -0.237 0.718 -1.902 1.0701 -0.3796 1.1128
H -2.316 0.852 -0.658 1.0433 -0.2998 1.1951
H 0.905 -0.368 2.196 0.8171 0.8027 -1.2412
H 1.458 1.243 1.335 0.3286 -0.7126 -0.1015
```
Positions in Å, forces in eV/Å.

For reference, the natural (NBO) charges in units of e are:
1 Br 0.007
2 C -0.230
3 C -0.540
4 C -0.546
5 P 0.608
6 C -0.711
7 H 0.218
8 H 0.241
9 H 0.244
10 H 0.230
11 H 0.243
12 H 0.236

ORCA calculation (ωB97M-V/def2-TZVPD) on C4H6CdO3 as an isolated structure.

multiplicity: 2
frontier orbital gap (spin up / spin down): 5.41 / 5.32 eV
electronic energy: -14909.9902 eV
ΔE to the lowest compared entry with this formula, charge and spin: 25.8 kcal per mole
highest occupied orbital energy (spin up / spin down): -22.039 / -22.080 eV
total charge: +3
<S²>: 0.754

Structure (XYZ):
```
14
Properties=species:S:1:pos:R:3:forces:R:3
C 0.271 -2.613 -0.055 0.0923 2.1380 4.1242
C -0.667 -1.790 0.303 0.2528 -4.6472 -2.2292
O 1.256 -3.316 0.148 0.2768 -0.5820 -2.5117
H -1.464 -2.540 -0.176 -0.1866 2.2810 0.5897
H -0.615 -1.297 1.280 -0.4286 -0.4801 -0.5382
H 1.089 -4.275 0.281 0.2282 -0.3907 0.5718
O -1.385 0.545 0.420 0.5645 3.9978 2.1320
C -0.934 1.545 0.909 -1.9162 -4.2729 -1.8808
O -0.080 2.360 0.308 0.9351 1.2302 0.7408
Cd 1.111 3.141 1.891 0.1044 0.5869 0.6060
C 0.294 2.100 -1.105 0.2383 -0.2568 -1.5822
H 0.590 1.058 -1.250 -0.0974 0.1221 0.3714
H -0.612 2.319 -1.676 0.3471 0.2312 -0.1021
H 1.146 2.761 -1.277 -0.4107 0.0426 -0.2918
```
Positions in Å, forces in eV/Å.

For reference, the natural (NBO) charges in units of e are:
1 C 0.767
2 C -0.580
3 O -0.496
4 H 0.379
5 H 0.331
6 H 0.598
7 O -0.353
8 C 0.757
9 O -0.677
10 Cd 1.794
11 C -0.276
12 H 0.238
13 H 0.277
14 H 0.240

ORCA calculation (ωB97M-V/def2-TZVPD) on the molecule C4H6Cl2.

frontier orbital gap: 10.71 eV
SMILES: C=C(CCl)CCl
electronic energy: -29289.1683 eV
ΔE to the lowest compared entry with this formula, charge and spin: 15.7 kcal per mole
highest occupied orbital energy: -10.006 eV

Structure (XYZ):
```
12
Properties=species:S:1:pos:R:3:forces:R:3
C 0.478 1.962 -0.434 0.9104 -1.2739 0.5061
C 0.039 0.859 0.185 -1.3000 1.1221 -0.2569
C -1.439 0.706 0.386 -0.6071 -0.6809 0.3129
Cl -2.159 -0.806 -0.246 0.1342 -1.0963 -0.3469
C 0.918 -0.132 0.837 0.0106 -0.8742 1.0877
Cl 2.196 -0.740 -0.257 0.0929 0.0778 0.1614
H 1.585 2.036 -0.293 -0.9942 0.7543 -1.0325
H -0.192 2.589 -1.048 0.7989 -0.0661 0.7135
H -1.784 0.620 1.472 0.6340 1.0362 -1.4749
H -1.933 1.391 -0.299 -0.1596 0.7099 1.0007
H 1.383 0.319 1.737 -0.0307 -0.4627 -0.5140
H 0.327 -1.029 1.138 0.5107 0.7541 -0.1572
```
Positions in Å, forces in eV/Å.

For reference, the natural (NBO) charges in units of e are:
1 C -0.359
2 C -0.056
3 C -0.398
4 Cl -0.092
5 C -0.420
6 Cl -0.051
7 H 0.217
8 H 0.221
9 H 0.237
10 H 0.232
11 H 0.233
12 H 0.237

ORCA calculation (ωB97M-V/def2-TZVPD) on the molecule C4H6Cl2.

frontier orbital gap: 10.87 eV
SMILES: C=C(Cl)[C@@H](C)Cl
electronic energy: -29289.3279 eV
ΔE to the lowest compared entry with this formula, charge and spin: 12.0 kcal per mole
highest occupied orbital energy: -9.986 eV

Structure (XYZ):
```
12
Properties=species:S:1:pos:R:3:forces:R:3
C -0.746 -1.804 0.414 0.5788 -1.8080 0.6313
C -0.577 -0.740 -0.305 -0.9607 2.1739 -0.2784
Cl -2.157 0.015 -0.792 0.7584 -0.0905 -0.3625
C 0.569 0.233 -0.595 -0.8954 -0.4183 0.9997
C 0.534 1.446 0.403 -0.0866 -0.1238 -0.8230
Cl 2.210 -0.585 -0.721 -1.1504 0.4891 0.2637
H -1.740 -2.287 0.464 0.9515 0.3431 0.3046
H 0.153 -2.225 0.882 -0.5295 -0.2213 -0.1910
H 0.288 0.597 -1.584 0.7104 0.1970 -0.0198
H 1.348 2.096 0.079 -0.1640 0.2129 0.2964
H -0.432 1.945 0.263 0.2631 0.0675 -0.3856
H 0.549 1.309 1.492 0.5245 -0.8215 -0.4355
```
Positions in Å, forces in eV/Å.

For reference, the natural (NBO) charges in units of e are:
1 C -0.415
2 C 0.020
3 Cl -0.081
4 C -0.220
5 C -0.622
6 Cl -0.063
7 H 0.236
8 H 0.226
9 H 0.234
10 H 0.224
11 H 0.232
12 H 0.228

ORCA calculation (ωB97M-V/def2-TZVPD) on the molecule C4H6Cl2.

frontier orbital gap: 10.17 eV
SMILES: C[C@@H]1CC1(Cl)Cl
electronic energy: -29288.8415 eV
ΔE to the lowest compared entry with this formula, charge and spin: 23.3 kcal per mole
highest occupied orbital energy: -9.334 eV

Structure (XYZ):
```
12
Properties=species:S:1:pos:R:3:forces:R:3
C 1.079 -2.219 0.140 -0.5081 1.7825 -0.9585
C 1.260 -0.642 0.116 -1.6491 -1.4117 -1.8890
C 0.919 0.331 1.169 0.0197 -0.0583 0.1625
C -0.058 0.339 0.031 2.3157 -1.8544 0.5307
Cl -1.576 -0.516 0.347 0.2900 0.7497 -0.3929
Cl 0.017 1.711 -1.032 -0.4913 -0.1786 -0.1746
H 1.995 -2.736 -0.017 1.1985 -0.0040 0.1282
H 0.655 -2.621 1.040 -0.5015 0.0645 0.3765
H 0.509 -2.527 -0.756 -0.2404 0.2504 0.6038
H 2.006 -0.360 -0.646 -0.3509 0.1578 0.7016
H 1.659 1.113 1.221 -0.3726 0.5047 0.4075
H 0.473 -0.045 2.071 0.2899 -0.0027 0.5042
```
Positions in Å, forces in eV/Å.

For reference, the natural (NBO) charges in units of e are:
1 C -0.622
2 C -0.193
3 C -0.447
4 C -0.115
5 Cl 0.002
6 Cl 0.024
7 H 0.218
8 H 0.217
9 H 0.223
10 H 0.224
11 H 0.237
12 H 0.232

ORCA calculation (ωB97M-V/def2-TZVPD) on the molecule C4H6Cl2O4.

frontier orbital gap: 11.66 eV
SMILES: C[C@@H](Cl)[C@H](Cl)OC(=O)OO
electronic energy: -37477.5455 eV
highest occupied orbital energy: -11.023 eV

Structure (XYZ):
```
16
Properties=species:S:1:pos:R:3:forces:R:3
C 2.469 -0.151 0.135 -0.1512 -0.0825 0.1203
C 0.978 -0.304 -0.140 0.3565 0.1305 0.1264
Cl 0.309 -1.656 0.806 -0.1698 -0.0603 -0.0865
C 0.256 1.015 0.139 -0.0873 -0.0184 -0.0388
Cl -0.082 1.288 1.862 0.0814 0.0502 0.0367
O -0.894 1.184 -0.667 -0.1670 0.0792 -0.0760
C -1.824 0.200 -0.712 -0.1717 0.0758 0.0012
O -1.988 -0.533 -1.632 0.0935 -0.1710 -0.0288
O -2.630 0.272 0.377 0.4771 -0.1990 0.3029
O -3.139 -1.026 0.672 -0.2993 0.1824 -0.1858
H 2.626 0.421 1.050 0.0511 -0.0123 0.0214
H 2.922 -1.128 0.267 0.0711 -0.0404 -0.0744
H 2.953 0.352 -0.700 0.0173 0.0965 0.0121
H 0.810 -0.540 -1.189 -0.0791 -0.0644 0.0053
H 0.912 1.827 -0.156 -0.0454 0.0676 -0.1125
H -3.681 -1.221 -0.112 0.0228 -0.0339 -0.0235
```
Positions in Å, forces in eV/Å.

For reference, the natural (NBO) charges in units of e are:
1 C -0.624
2 C -0.248
3 Cl -0.032
4 C 0.087
5 Cl -0.028
6 O -0.517
7 C 0.969
8 O -0.562
9 O -0.261
10 O -0.392
11 H 0.224
12 H 0.236
13 H 0.219
14 H 0.241
15 H 0.220
16 H 0.470

ORCA calculation (ωB97M-V/def2-TZVPD) on a 2-piece molecular cluster, C4H6Cl4NP overall.

frontier orbital gap (spin up / spin down): 6.77 / 6.46 eV
electronic energy: -65110.8622 eV
ΔE to the lowest compared entry with this formula, charge and spin: 50.6 kcal per mole
highest occupied orbital energy (spin up / spin down): -8.097 / -7.871 eV

Structure (XYZ):
```
16
Properties=species:S:1:pos:R:3:forces:R:3
C -2.179 -0.478 -0.501 0.3979 3.2051 -2.0117
C 1.690 -1.101 0.473 -2.5090 1.5806 -1.2283
C -1.761 0.971 -0.029 -2.5195 -1.1616 0.1440
C 2.623 0.040 0.100 -2.8558 0.9294 -0.8397
N -0.437 1.062 -0.027 2.4644 0.2650 0.2825
P 0.761 1.956 -0.277 1.9214 -1.2131 0.0135
Cl -2.574 2.259 -1.042 -0.0541 -0.1404 -0.1516
Cl -2.330 1.344 1.690 0.1468 -0.4912 -0.4982
Cl 3.723 0.498 1.345 0.2199 0.0162 0.0836
Cl 3.340 -0.161 -1.487 0.1520 0.1029 0.1662
H -1.364 -1.142 -0.451 0.7393 -0.7335 0.2375
H -2.608 -0.412 -1.509 0.8228 0.1099 -0.2030
H -3.017 -0.752 -0.017 -2.5075 -1.3152 2.4013
H 2.269 -1.955 0.633 0.6355 -1.6323 0.3930
H 0.770 -1.324 -0.232 2.4410 0.5401 0.5484
H 1.094 -0.804 1.332 0.5049 -0.0620 0.6624
```
Positions in Å, forces in eV/Å.

For reference, the natural (NBO) charges in units of e are:
1 C -0.619
2 C -0.688
3 C 0.175
4 C -0.230
5 N -0.989
6 P 1.086
7 Cl -0.082
8 Cl -0.045
9 Cl 0.025
10 Cl -0.009
11 H 0.224
12 H 0.235
13 H 0.229
14 H 0.222
15 H 0.229
16 H 0.237

ORCA calculation (ωB97M-V/def2-TZVPD) on C4H6Cl5OP as an isolated structure.

frontier orbital gap (spin up / spin down): 8.21 / 5.58 eV
electronic energy: -78192.3012 eV
ΔE to the lowest compared entry with this formula, charge and spin: 91.6 kcal per mole
highest occupied orbital energy (spin up / spin down): -9.378 / -8.483 eV

Structure (XYZ):
```
17
Properties=species:S:1:pos:R:3:forces:R:3
C -1.178 -0.502 1.180 -0.1673 1.1118 1.0898
C -1.427 -0.218 -1.258 1.7084 1.7474 0.1059
C -0.702 0.201 -0.014 0.5338 -1.6111 -0.9819
C 0.051 1.476 0.081 -0.9975 -0.2069 -0.8165
O 3.617 0.105 -0.146 1.1126 0.9358 -0.6509
P 2.387 -0.652 -0.159 -1.2963 -2.4367 0.4229
Cl 1.154 1.545 1.327 1.4446 0.0263 3.5788
Cl 1.023 1.903 -1.276 0.0618 0.2543 -2.3827
Cl -1.143 2.752 0.322 -1.1400 0.8894 0.0665
Cl 2.257 -2.235 -1.613 0.0746 0.8139 0.4326
Cl 2.472 -1.847 1.580 -0.4073 0.1974 -0.3282
H -1.655 0.424 1.683 -0.5675 -1.7673 -0.1651
H -0.399 -0.692 1.903 0.4882 -0.3554 0.1307
H -1.762 -1.457 0.986 0.4091 1.7350 0.2892
H -0.763 -0.993 -1.663 -0.8269 -0.2888 -0.3678
H -1.503 0.623 -1.936 0.3249 0.0289 -0.5157
H -2.433 -0.433 -0.999 -0.7553 -1.0741 0.0924
```
Positions in Å, forces in eV/Å.

For reference, the natural (NBO) charges in units of e are:
1 C -0.730
2 C -0.708
3 C 0.210
4 C -0.257
5 O -1.027
6 P 1.436
7 Cl 0.119
8 Cl 0.079
9 Cl 0.022
10 Cl -0.329
11 Cl -0.331
12 H 0.260
13 H 0.262
14 H 0.254
15 H 0.272
16 H 0.234
17 H 0.233

ORCA calculation (ωB97M-V/def2-TZVPD) on the molecule C4H6ClF.

frontier orbital gap: 10.69 eV
SMILES: C[C@H]1[C@@H](F)[C@H]1Cl
electronic energy: -19482.6511 eV
ΔE to the lowest compared entry with this formula, charge and spin: 48.2 kcal per mole
highest occupied orbital energy: -9.969 eV

Structure (XYZ):
```
12
Properties=species:S:1:pos:R:3:forces:R:3
C 1.342 -0.144 -0.233 4.9300 0.3860 0.9334
C 0.137 0.156 0.492 3.1059 1.5559 5.7437
C -0.902 0.809 -0.188 -2.9806 3.3996 -1.8483
F -0.542 1.104 -1.475 -0.7038 -0.0487 -0.7101
C -1.024 -0.572 0.229 -2.7592 -2.1528 -0.4683
Cl -1.167 -1.955 -0.771 0.0092 -0.4467 -0.4850
H 2.270 0.423 0.319 -2.0994 -1.2586 -1.6581
H 1.539 -1.220 -0.059 0.2133 0.4463 -0.4665
H 1.349 0.092 -1.321 -0.0599 -0.2134 1.0432
H 0.101 0.365 1.675 1.2866 -0.2552 -2.7330
H -1.638 1.570 0.157 0.9330 -0.5715 0.0230
H -1.464 -0.628 1.175 -1.8752 -0.8408 0.6261
```
Positions in Å, forces in eV/Å.

For reference, the natural (NBO) charges in units of e are:
1 C -0.623
2 C -0.261
3 C 0.194
4 F -0.343
5 C -0.291
6 Cl 0.010
7 H 0.217
8 H 0.223
9 H 0.253
10 H 0.212
11 H 0.187
12 H 0.223

ORCA calculation (ωB97M-V/def2-TZVPD) on the molecule C4H6ClF.

frontier orbital gap: 10.87 eV
SMILES: C=C(C)[C@@H](F)Cl
electronic energy: -19484.3178 eV
ΔE to the lowest compared entry with this formula, charge and spin: 9.8 kcal per mole
highest occupied orbital energy: -9.936 eV

Structure (XYZ):
```
12
Properties=species:S:1:pos:R:3:forces:R:3
C -0.458 -0.526 1.402 0.5811 -1.2780 0.6409
C -0.036 -0.077 0.251 0.1018 1.7345 -2.2449
C -0.343 1.359 -0.233 0.2897 -0.9862 1.5393
C 0.742 -0.839 -0.771 -0.2969 -1.5457 0.4287
F 1.123 -2.104 -0.298 -0.1425 0.9820 -0.3105
Cl -0.345 -1.128 -2.169 0.3243 -0.0448 -0.2388
H -0.717 0.132 2.203 -0.8959 0.3497 0.1078
H -0.391 -1.583 1.623 0.3614 0.0244 0.2337
H -0.649 1.506 -1.256 -0.1209 -0.5022 -0.2938
H 0.551 1.929 -0.073 0.3894 0.7537 0.1186
H -1.140 1.662 0.436 -0.0158 0.6631 -0.1009
H 1.660 -0.331 -1.117 -0.5757 -0.1505 0.1199
```
Positions in Å, forces in eV/Å.

For reference, the natural (NBO) charges in units of e are:
1 C -0.375
2 C -0.040
3 C -0.650
4 C 0.189
5 F -0.353
6 Cl -0.062
7 H 0.206
8 H 0.215
9 H 0.234
10 H 0.214
11 H 0.223
12 H 0.197